1.
# C44H54F5FeN3O7Se2

C44H54F5FeN3O7Se2 as an isolated structure (wB97M-V/def2-TZVPD, OMol25).

Calculated values
relative energy (zero: lowest compared OMol25 entry of this formula, charge and spin) = 1.6 kcal/mol
strongest force on any atom = 0.7 eV Å⁻¹
HOMO energy (alpha / beta) = -5.101 / -5.064 eV
<S²> = 0.76
spin multiplicity = 2
charge = -1
LUMO energy (alpha / beta) = 1.1 / 0.0 eV
frontier orbital gap (alpha / beta) = 6.15 / 5.10 eV

Last column: Löwdin spin population.
Cartesian coordinates (Å):
1 Fe -0.88462 -0.56694 -0.00374  -0.023
2 C 5.56915 0.67636 -2.15608  0.000
3 C 4.55071 0.98177 -3.25427  0.001
4 C 4.84040 0.06188 -4.44889  0.000
5 C 4.73028 2.44574 -3.68231  0.000
6 C 3.11701 0.76157 -2.78018  0.004
7 C 2.81330 0.30713 -1.53521  -0.001
8 C 1.45295 0.10036 -1.18557  0.005
9 N 0.94024 -0.29193 -0.01922  -0.002
10 C 1.48634 -0.28235 1.24126  0.003
11 C 2.78765 -0.60568 1.63178  -0.001
12 C 3.11453 -0.53632 2.96529  0.003
13 C 2.11969 -0.12595 3.88170  0.000
14 C 0.82001 0.18353 3.54297  0.002
15 C 0.48592 0.10488 2.16563  0.004
16 O -0.69231 0.40251 1.68120  0.045
17 C -0.24399 0.53804 4.57740  0.001
18 C 0.32080 0.57197 5.99837  0.000
19 C -0.83218 1.92509 4.27712  0.007
20 C -1.35281 -0.52512 4.53110  0.000
21 C 4.49298 -0.92438 3.49616  0.000
22 C 5.43300 -1.36138 2.37264  0.000
23 C 4.35544 -2.08992 4.48563  0.000
24 C 5.12490 0.27811 4.21133  0.000
25 C 0.39836 0.48611 -2.07772  0.004
26 O -0.78927 0.49607 -1.60304  0.034
27 C 0.72456 0.92675 -3.40618  0.003
28 C 2.05144 1.03666 -3.69968  0.000
29 C -0.38847 1.23950 -4.39803  0.000
30 C -1.25057 2.39840 -3.87150  0.003
31 C -1.25605 -0.01460 -4.58678  0.000
32 C 0.16557 1.64849 -5.76294  0.000
33 H 6.57665 0.87269 -2.52881  0.000
34 H 5.52469 -0.36981 -1.84715  0.000
35 H 5.40927 1.30176 -1.27552  0.000
36 H 5.86930 0.19925 -4.79158  0.000
37 H 4.17651 0.27181 -5.28866  0.000
38 H 4.70641 -0.98433 -4.16872  0.000
39 H 5.76371 2.62417 -3.99013  0.000
40 H 4.49459 3.11985 -2.85665  0.000
41 H 4.08198 2.70487 -4.52036  0.000
42 H 3.58095 0.08523 -0.81260  0.000
43 H 3.47281 -0.99826 0.89765  0.000
44 H 2.39606 -0.08564 4.92687  0.000
45 H 1.10652 1.32378 6.10616  0.000
46 H 0.72534 -0.39700 6.29796  0.000
47 H -0.48202 0.82559 6.69405  0.000
48 H -0.05082 2.68905 4.31383  0.001
49 H -1.58977 2.17806 5.02417  0.000
50 H -1.29341 1.95591 3.29220  0.009
51 H -0.95626 -1.49988 4.82193  0.000
52 H -1.76374 -0.62517 3.52836  0.000
53 H -2.15533 -0.25682 5.22495  0.000
54 H 5.04900 -2.23734 1.84690  0.000
55 H 6.40790 -1.62010 2.79178  0.000
56 H 5.58353 -0.56188 1.64344  0.000
57 H 3.87925 -2.94554 4.00418  0.000
58 H 3.75015 -1.81161 5.34964  0.000
59 H 5.33912 -2.39923 4.84935  0.000
60 H 5.21760 1.12549 3.52904  0.000
61 H 6.12151 0.02028 4.57974  0.000
62 H 4.52386 0.59912 5.06339  0.000
63 H 2.33098 1.37214 -4.68917  0.000
64 H -1.73666 2.13457 -2.93499  0.004
65 H -2.01955 2.64616 -4.60801  0.000
66 H -0.63737 3.28779 -3.70391  0.000
67 H -1.65468 -0.36788 -3.63778  0.000
68 H -0.66829 -0.82327 -5.02643  0.000
69 H -2.08979 0.20927 -5.25756  0.000
70 H 0.76352 2.56096 -5.70207  0.000
71 H -0.66798 1.84153 -6.44114  0.000
72 H 0.77831 0.85993 -6.20535  0.000
73 C -6.62359 -5.84648 -1.66100  0.000
74 C -5.80396 -4.78098 -2.37597  0.000
75 N -5.12209 -3.87751 -1.46002  0.000
76 C -3.88878 -4.34894 -0.80467  0.000
77 C -4.06372 -4.76237 0.64757  0.000
78 C -5.66543 -2.65785 -1.24973  0.000
79 O -6.72444 -2.28934 -1.74691  0.000
80 C -4.91156 -1.71851 -0.34929  0.000
81 C -5.48842 -1.25840 0.82473  0.000
82 C -4.78809 -0.35636 1.60632  0.000
83 C -3.52211 0.03275 1.20526  0.000
84 N -2.95844 -0.41031 0.07808  0.000
85 C -3.65334 -1.25379 -0.68658  0.000
86 H -7.12346 -6.49080 -2.38666  0.000
87 H -7.38464 -5.37924 -1.03491  0.000
88 H -5.99473 -6.47552 -1.03009  0.000
89 H -6.45110 -4.17433 -3.00555  0.000
90 H -5.04556 -5.24597 -3.01008  0.000
91 H -3.10876 -3.59685 -0.88253  0.000
92 H -3.53241 -5.19605 -1.39042  0.000
93 H -4.37467 -3.91669 1.26243  0.000
94 H -3.10232 -5.11067 1.02458  0.000
95 H -4.80612 -5.55537 0.75400  0.000
96 H -6.47420 -1.60338 1.11223  0.000
97 H -5.19660 0.02772 2.53071  0.000
98 H -2.92537 0.71218 1.79672  -0.001
99 H -3.15053 -1.59076 -1.58432  0.000
100 F -0.86901 8.87386 0.37351  0.013
101 C -0.86413 7.54027 0.38431  0.041
102 C -0.03173 6.84339 -0.47412  -0.007
103 F 0.76406 7.51506 -1.31108  -0.005
104 C -0.03012 5.46089 -0.44979  0.040
105 F 0.79242 4.83340 -1.29075  0.011
106 C -0.85592 4.73458 0.40456  0.064
107 Se -0.83580 2.83401 0.42831  0.697
108 C -1.68562 5.46805 1.24794  0.040
109 F -2.50574 4.84878 2.09845  0.011
110 C -1.69260 6.85120 1.25222  -0.007
111 F -2.49402 7.52939 2.07870  -0.005
112 O 1.28935 -3.24923 -0.10554  0.000
113 Se -0.31916 -3.16907 -0.00266  0.000
114 O -1.05937 -4.59746 0.08900  0.000
115 O -0.83445 -2.11804 1.22131  0.001
116 O -0.95260 -2.14707 -1.21549  0.000

---

2.
# C44H54N3OSTi

C44H54N3OSTi as an isolated structure at a distorted geometry (wB97M-V/def2-TZVPD, OMol25).

Calculated values
strongest force on any atom = 2.4 eV Å⁻¹
HOMO energy (alpha / beta) = -2.685 / -3.701 eV
<S²> = 2.03
spin multiplicity = 3
charge = -1
LUMO energy (alpha / beta) = 2.5 / 2.5 eV
frontier orbital gap (alpha / beta) = 5.21 / 6.21 eV

Last column: Löwdin spin population.
Cartesian coordinates (Å):
1 Ti -0.04067 -0.35994 -0.23719  0.941
2 C -1.63087 0.11186 2.55802  0.008
3 C -1.86073 1.10358 1.45915  0.029
4 C -3.07792 1.83751 1.38702  -0.001
5 C -3.32610 2.61534 0.32083  0.019
6 C -2.28453 2.92179 -0.59315  0.001
7 C -2.47244 3.86860 -1.62059  0.002
8 C -1.36673 4.31385 -2.29690  -0.001
9 C -0.08212 3.93982 -1.88211  0.003
10 C 0.15729 3.09428 -0.78694  0.000
11 S 1.67022 3.03840 0.02088  0.002
12 C -1.01098 2.38205 -0.30481  0.011
13 N -0.90324 1.29514 0.58636  0.005
14 H -0.92764 -0.66978 2.28013  0.003
15 H -1.20874 0.64107 3.41352  0.002
16 H -2.55764 -0.37145 2.87033  0.000
17 H -3.81971 1.70026 2.16025  0.000
18 H -4.30569 3.06524 0.17962  0.001
19 H -3.46825 4.24019 -1.83186  0.000
20 H -1.48164 5.01937 -3.11088  0.000
21 H 0.78624 4.41972 -2.31722  0.000
22 C -1.72499 0.98636 -4.00719  0.001
23 C -1.81765 -0.12707 -2.97399  0.010
24 C -1.70099 -1.50386 -3.63659  0.002
25 C -3.09012 -0.07541 -2.14546  0.011
26 C -4.22613 0.52187 -2.67968  -0.001
27 C -5.45485 0.42494 -2.04604  0.013
28 C -5.54258 -0.30874 -0.87632  0.000
29 C -4.42609 -0.90355 -0.28543  0.012
30 C -4.67725 -1.70371 0.99902  0.007
31 C -5.38526 -3.02733 0.67351  0.000
32 C -5.51943 -0.96292 2.04572  0.001
33 C -3.16264 -0.75453 -0.91262  0.014
34 N -1.95392 -1.30127 -0.37658  0.182
35 C -2.10936 -2.62235 -0.00129  0.310
36 C -1.28457 -3.43522 0.81078  0.037
37 C -1.85516 -4.64897 1.28320  0.093
38 C -1.13700 -5.57691 2.00291  -0.005
39 C 0.21031 -5.32190 2.28050  0.118
40 C 0.78785 -4.14123 1.82772  -0.006
41 C 0.07815 -3.17679 1.11354  0.090
42 N 0.69694 -2.00847 0.56799  0.025
43 C 2.09536 -2.25574 0.25445  0.004
44 C 2.38622 -3.03498 -0.88489  0.000
45 C 3.71122 -3.34764 -1.16962  0.000
46 C 4.74417 -2.91693 -0.35052  0.000
47 C 4.44469 -2.16853 0.77430  0.000
48 C 3.12949 -1.82936 1.10618  0.000
49 C 2.93712 -1.02869 2.39735  0.000
50 C 2.15461 -1.74458 3.50149  0.000
51 C 2.37411 0.36794 2.14630  0.006
52 C 1.29196 -3.58270 -1.80244  0.003
53 C 1.61862 -3.45342 -3.29512  0.000
54 C 0.98915 -5.05999 -1.51199  0.001
55 H -0.77274 0.93514 -4.52857  0.000
56 H -1.81100 1.97605 -3.55321  0.000
57 H -2.51107 0.87904 -4.76229  0.000
58 H -0.94898 -0.04844 -2.32599  0.006
59 H -2.54233 -1.65239 -4.32055  0.000
60 H -1.71498 -2.30378 -2.89405  0.002
61 H -0.77032 -1.58104 -4.20968  0.000
62 H -4.15274 1.06516 -3.61460  0.000
63 H -6.33595 0.89322 -2.47308  0.001
64 H -6.51056 -0.41508 -0.39484  0.000
65 H -3.72163 -1.93698 1.46120  0.004
66 H -6.38432 -2.82199 0.27450  0.000
67 H -5.50126 -3.64020 1.57373  0.000
68 H -4.85227 -3.61709 -0.07198  0.000
69 H -6.54559 -0.80098 1.70389  0.000
70 H -5.10352 0.00776 2.30804  0.000
71 H -5.57518 -1.56441 2.95765  0.000
72 H -3.01518 -3.10332 -0.33230  0.016
73 H -2.89946 -4.83696 1.04582  0.004
74 H -1.61214 -6.48909 2.34609  -0.004
75 H 0.81096 -6.04043 2.82548  0.010
76 H 1.84379 -3.98406 2.00148  -0.003
77 H 3.94021 -3.94486 -2.04732  0.000
78 H 5.77339 -3.16805 -0.58447  0.000
79 H 5.24773 -1.82900 1.42296  0.000
80 H 3.94716 -0.89315 2.78790  0.000
81 H 1.09972 -1.85363 3.25260  0.000
82 H 2.22749 -1.15171 4.41939  0.000
83 H 2.55061 -2.74157 3.71102  0.000
84 H 1.53197 0.35100 1.47742  0.004
85 H 3.09446 1.03006 1.67000  0.000
86 H 2.03776 0.83732 3.07365  0.000
87 H 0.38741 -3.01534 -1.61075  0.003
88 H 2.43411 -4.12539 -3.58268  0.000
89 H 1.89479 -2.44005 -3.59093  0.000
90 H 0.74200 -3.74396 -3.88042  0.000
91 H 1.89474 -5.65824 -1.67102  0.000
92 H 0.21884 -5.42430 -2.20012  0.000
93 H 0.64232 -5.23231 -0.49384  0.000
94 C 3.50412 0.80604 -1.63857  0.000
95 C 2.34745 0.08657 -2.29002  0.000
96 C 1.96725 0.68960 -3.62010  0.000
97 O 1.20241 0.03939 -1.44215  0.003
98 H 4.37167 0.71021 -2.29896  0.000
99 H 3.75088 0.34829 -0.67805  0.000
100 H 3.27880 1.86054 -1.46920  0.000
101 H 2.66774 -0.93677 -2.44685  0.000
102 H 1.48077 1.65733 -3.46260  0.000
103 H 1.28135 0.03389 -4.15851  0.000
104 H 2.85666 0.83776 -4.23929  0.000

---

Number 1: electronic energy -243975.2282 eV. Number 2: electronic energy -86977.2217 eV.